ORCA calculation (ωB97M-V with the def2-TZVPD basis set) on 5 unconnected molecules or ions with the total composition C2H11O6 in a non-equilibrium geometry.

Values from the calculation:
HOMO level = -5.36 eV
LUMO = 3.57 eV
molecular weight = 131.1 g mol⁻¹
total energy = -534.2706 hartree
largest force on an atom = 5.9 eV/A
orbital gap = 8.9 eV

Structure (ORCA input):
```
! RIJCOSX wB97M-V def2-TZVPD def2/J DEFGRID3
* xyz -1 1
O 1.31186 -0.84915 -1.90004
O -2.52158 0.71559 0.53841
O -0.25271 0.36802 0.47499
O 1.45417 2.02337 -0.96168
O 1.14182 1.57026 2.15556
O 0.40180 -1.75650 1.82048
C -1.44765 0.22336 0.10582
C -1.63554 -0.81510 -0.98530
H -0.88514 -1.24454 -1.52534
H -2.28729 -0.53804 -1.78025
H 0.42396 -1.68415 0.91463
H 1.19642 -0.64994 -1.01230
H 0.57653 -0.41030 -2.23861
H 0.50525 1.48334 1.48181
H 1.52791 1.15332 -0.77485
H 1.32596 0.52637 2.32416
H 0.45653 -0.82563 2.30195
H 0.76824 2.47356 -0.43215
H -2.06054 -1.76385 -0.50728
*
```

Löwdin atomic charge list, values in e, 4 entries: -0.009 -0.047 -0.137 -0.031